Model P:
Entry from OMol25: one molecule with the formula C3H3OP (the ωB97M-V functional and the def2-TZVPD basis).

Cartesian coordinates (Å):
C1 -0.20 -0.49 0.08
C2 0.81 0.60 0.45
C3 1.25 0.07 -0.65
O1 -2.63 0.84 -0.10
P1 -2.17 -0.58 -0.01
H1 0.13 -1.51 0.47
H2 0.93 1.21 1.23
H3 1.89 -0.14 -1.47

Values from the calculation:
SMILES: O=PC1C=C1
Kohn-Sham gap: 8.2 eV
E_HOMO: -8.871 eV
M: 86.03 g/mol

Model Q:
Entry from OMol25: a 2-piece molecular cluster, C3H3OP overall (the ωB97M-V functional and the def2-TZVPD basis).

Cartesian coordinates (Å):
C1 -2.88 1.94 -0.62
C2 1.15 -1.02 -0.18
C3 2.03 -1.12 0.78
O1 0.44 -0.91 -1.07
P1 -2.32 0.50 -0.29
H1 -3.47 2.70 -1.09
H2 2.79 -0.29 0.87
H3 2.24 -1.80 1.61

Values from the calculation:
SMILES: C=C=O.C#P
Kohn-Sham gap: 9.7 eV
E_HOMO: -9.366 eV
M: 86.03 g/mol

Model R:
Entry from OMol25: one molecule with the formula C3H3OP (the ωB97M-V functional and the def2-TZVPD basis).

Cartesian coordinates (Å):
C1 -0.42 0.23 -0.29
C2 0.14 -0.43 -1.25
C3 1.06 -0.63 1.37
O1 1.21 -1.30 -1.12
P1 1.90 -1.58 0.32
H1 -0.89 1.08 -0.26
H2 -0.10 -0.25 -2.25
H3 1.24 -0.40 2.41

Values from the calculation:
Kohn-Sham gap: 9.2 eV
E_HOMO: -9.433 eV
M: 86.03 g/mol

Verdict on stability: model R comes out at the bottom.

Model P:
Entry from OMol25: C3H3OP as an isolated structure (the ωB97M-V functional and the def2-TZVPD basis).

Cartesian coordinates (Å):
C1 -0.39 1.12 -0.03
C2 0.98 -0.45 0.07
C3 -0.53 -0.38 0.06
O1 1.81 -1.53 -0.08
P1 1.24 1.32 0.07
H1 -1.23 1.79 -0.26
H2 -0.78 -0.95 1.00
H3 -1.10 -0.91 -0.82

Values from the calculation:
Kohn-Sham gap: 8.8 eV
E_HOMO: -9.543 eV
M: 86.03 g/mol

Model Q:
Entry from OMol25: one molecule with the formula C3H3OP (the ωB97M-V functional and the def2-TZVPD basis).

Cartesian coordinates (Å):
C1 -0.58 -0.55 -0.49
C2 -0.71 0.51 0.67
C3 0.41 0.51 -0.25
O1 1.88 0.69 -0.21
P1 -2.39 -0.12 -0.08
H1 -0.31 -1.60 -0.50
H2 -0.55 0.46 1.74
H3 2.24 0.09 -0.87

Values from the calculation:
Kohn-Sham gap (spin up / spin down): 7.2 / 7.2 eV
E_HOMO (spin up / spin down): -7.118 / -7.119 eV
M: 86.03 g/mol

Model R:
Entry from OMol25: a 2-piece molecular cluster, C3H3OP overall (the ωB97M-V functional and the def2-TZVPD basis).

Cartesian coordinates (Å):
C1 -0.03 -0.05 -0.07
C2 0.65 0.53 0.74
C3 -2.39 -1.38 -1.69
O1 -2.00 -2.03 -2.59
P1 1.73 1.37 1.93
H1 -3.18 -1.33 -0.98
H2 2.19 2.36 0.88
H3 3.03 0.53 1.78

Values from the calculation:
Kohn-Sham gap (spin up / spin down): 8.2 / 6.1 eV
E_HOMO (spin up / spin down): -9.115 / -8.710 eV
M: 86.03 g/mol

Verdict on stability: model R comes out at the bottom.